Entry 1:
{"formula": "C22H24N2O6", "method": "the ωB97M-V functional and the def2-TZVPD basis", "elements": ["C", "H", "O", "C", "C", "C", "C", "C", "N", "C", "C", "C", "O", "C", "H", "H", "H", "O", "C", "H", "H", "H", "C", "H", "H", "H", "C", "O", "N", "H", "C", "C", "O", "O", "H", "H", "C", "C", "C", "C", "C", "C", "C", "H", "H", "H", "H", "H", "H", "H", "H", "H", "H", "H"], "xyz": [[2.721, -5.940, 0.107], [1.922, -6.172, -0.706], [2.730, -4.435, 0.132], [1.715, -3.709, -0.017], [1.980, -2.452, -0.518], [1.115, -1.551, -0.398], [1.225, -0.195, -0.667], [-0.416, 0.278, -0.608], [-1.197, -0.815, -0.266], [-0.312, -1.830, -0.171], [-0.718, -3.233, 0.376], [0.254, -4.230, 0.345], [0.051, -5.428, 0.448], [-0.357, -5.534, 2.100], [0.343, -5.291, 2.627], [-0.445, -6.681, 2.177], [-1.122, -4.938, 2.092], [-1.866, -3.575, 0.415], [-2.623, -4.373, -0.434], [-1.872, -5.433, -0.396], [-3.610, -4.710, -0.196], [-2.422, -4.162, -1.339], [-2.539, -0.730, 0.001], [-2.869, -1.204, -0.891], [-3.162, 0.276, 0.044], [-2.857, -1.249, 0.744], [-0.719, 1.682, -0.908], [-1.991, 2.125, -0.232], [0.192, 2.438, -1.355], [1.047, 2.200, -1.685], [-0.229, 3.944, -1.336], [0.167, 4.500, -2.812], [-0.020, 5.694, -3.041], [1.068, 3.699, -3.598], [1.309, 4.130, -4.363], [-1.262, 4.165, -1.046], [0.511, 4.648, -0.358], [0.486, 4.081, 1.172], [-0.860, 4.533, 1.754], [-1.256, 3.854, 3.043], [-0.449, 2.940, 3.378], [0.678, 2.246, 2.911], [0.979, 2.860, 1.545], [1.888, 2.510, 0.943], [0.929, 1.388, 3.148], [-0.960, 2.527, 4.212], [-2.076, 4.419, 3.299], [-1.294, 5.521, 1.174], [1.601, 4.504, -0.425], [0.477, 5.585, -0.237], [1.818, 0.505, -0.813], [3.000, -2.171, -0.464], [2.215, -6.199, 1.043], [3.758, -6.323, -0.206]], "mulliken_charge": [-0.6079, 0.2549, -0.4834, 0.3343, -0.8837, 0.1173, -1.6388, 0.3823, 0.1693, -0.8507, 0.9753, 1.1710, -0.5958, -1.3007, 0.5839, 0.2135, 0.5784, -0.4821, -0.9683, 0.1717, 0.3026, 0.5660, -1.2157, 0.4940, 0.1617, 0.5487, 0.7682, -0.7902, -0.0320, 0.2813, 0.4836, 0.2330, -0.5356, -0.4381, 0.3270, 0.4145, -2.0420, 0.3589, -0.1282, -0.7268, -0.1568, -1.2931, 0.1523, 0.2328, 0.6825, 0.2719, 0.4885, 0.2063, 0.3428, 1.0732, 1.0085, 0.3257, 0.2274, 0.2668], "de_lowest_kcal_mol": 523.5, "smiles": "COc1cc2cc(C(=O)N[C@@H](Cc3ccccc3)C(=O)O)n(C)c2c(OC)c1OC"}



Entry 2:
{"formula": "C22H24N3O2S2SeTa", "method": "the ωB97M-V functional and the def2-TZVPD basis", "elements": ["Ta", "O", "S", "C", "C", "C", "C", "S", "O", "C", "C", "C", "C", "C", "C", "C", "C", "C", "C", "C", "C", "H", "H", "H", "H", "H", "H", "H", "H", "H", "H", "H", "H", "H", "H", "H", "H", "H", "H", "Se", "N", "C", "C", "C", "C", "N", "C", "N", "H", "H", "H", "C", "H", "H", "H"], "xyz": [[-0.465, 0.357, 0.295], [-1.426, -0.474, -1.066], [-2.119, -1.660, -2.050], [-3.604, -2.035, -1.084], [-4.734, -1.030, -0.890], [-4.408, 0.235, -0.087], [-4.175, -0.064, 1.401], [-3.288, 1.306, 2.175], [-1.747, 0.912, 1.494], [-3.231, 0.999, 3.836], [-3.257, 2.176, 4.619], [-3.352, 2.057, 5.990], [-3.398, 0.790, 6.566], [-3.350, -0.376, 5.786], [-3.268, -0.286, 4.419], [-2.533, -0.916, -3.531], [-1.984, -1.614, -4.627], [-2.339, -1.232, -5.909], [-3.201, -0.158, -6.089], [-3.718, 0.551, -4.996], [-3.401, 0.175, -3.712], [-3.181, -2.419, -0.151], [-3.960, -2.919, -1.628], [-5.522, -1.592, -0.378], [-5.160, -0.760, -1.855], [-5.238, 0.936, -0.177], [-3.539, 0.739, -0.514], [-3.584, -0.964, 1.584], [-5.114, -0.151, 1.951], [-3.242, 3.153, 4.150], [-3.400, 2.942, 6.610], [-3.477, 0.699, 7.642], [-3.392, -1.345, 6.266], [-3.247, -1.184, 3.816], [-1.313, -2.451, -4.471], [-1.945, -1.769, -6.760], [-3.480, 0.141, -7.092], [-4.379, 1.390, -5.167], [-3.803, 0.723, -2.870], [2.625, 2.083, 2.294], [3.347, 3.028, 1.034], [2.671, 2.892, -0.104], [2.901, 3.472, -1.383], [2.031, 3.132, -2.394], [0.960, 2.242, -2.186], [0.716, 1.681, -0.998], [1.565, 2.024, 0.012], [1.316, 1.460, 1.190], [3.735, 4.147, -1.545], [2.162, 3.541, -3.387], [0.300, 1.980, -3.004], [0.371, -1.404, 1.042], [1.241, -1.638, 0.407], [-0.307, -2.262, 1.007], [0.729, -1.282, 2.068]], "mulliken_charge": [1.5535, 0.2615, 0.0788, -0.7007, -1.1189, -0.2252, -0.8455, 0.0901, -0.8984, 0.9870, -0.3386, -0.8042, -0.3536, -0.8836, -0.0385, 0.8812, -0.4178, -0.7905, -0.4317, -0.9531, 0.0498, 0.4871, 0.5885, 0.4615, 0.4639, 0.4971, 0.0271, 0.2277, 0.7306, 0.4448, 0.4580, 0.4553, 0.4480, 0.3673, 0.4784, 0.4598, 0.4570, 0.4674, 0.4010, 0.5246, -0.5600, 0.3241, -0.3348, -0.7753, 0.0091, -0.3042, 1.0572, -0.3691, 0.5376, 0.4317, 0.5388, -1.4081, 0.4553, 0.4144, 0.4371], "energy_ha": -4420.77779, "total_charge": 4}



Entry 3:
{"formula": "C22H24N4O2", "method": "the ωB97M-V functional and the def2-TZVPD basis", "elements": ["C", "C", "C", "C", "C", "C", "C", "H", "H", "N", "C", "O", "N", "C", "C", "C", "O", "H", "N", "C", "H", "C", "N", "C", "C", "H", "H", "H", "H", "C", "C", "C", "C", "C", "C", "C", "H", "H", "H", "H", "H", "H", "H", "H", "H", "H", "H", "H", "H", "H", "H", "H"], "xyz": [[-8.737, -0.767, 0.410], [-7.256, -0.568, 0.294], [-6.361, -1.471, 0.851], [-4.996, -1.275, 0.749], [-4.511, -0.169, 0.071], [-5.389, 0.740, -0.498], [-6.751, 0.539, -0.379], [-7.434, 1.252, -0.817], [-5.006, 1.603, -1.019], [-3.101, 0.047, -0.033], [-2.356, -0.925, -0.639], [-2.800, -1.945, -1.115], [-0.995, -0.671, -0.703], [-0.381, 0.460, -0.225], [-1.162, 1.404, 0.376], [-2.578, 1.248, 0.506], [-3.319, 2.045, 1.045], [-0.749, 2.294, 0.814], [0.959, 0.571, -0.397], [1.631, 1.839, -0.199], [1.867, 2.001, 0.861], [2.913, 1.848, -1.033], [3.859, 0.816, -0.640], [3.188, -0.343, -0.074], [1.818, -0.555, -0.711], [1.391, -1.473, -0.297], [1.938, -0.675, -1.796], [3.813, -1.223, -0.249], [3.055, -0.240, 1.018], [4.936, 1.275, 0.220], [6.016, 0.230, 0.323], [6.542, -0.142, 1.551], [7.546, -1.093, 1.625], [8.026, -1.687, 0.472], [7.501, -1.324, -0.758], [6.505, -0.368, -0.832], [6.088, -0.079, -1.785], [7.873, -1.785, -1.661], [8.807, -2.430, 0.530], [7.951, -1.372, 2.587], [6.170, 0.317, 2.456], [5.363, 2.175, -0.234], [4.578, 1.538, 1.232], [2.645, 1.686, -2.084], [3.388, 2.828, -0.960], [0.973, 2.645, -0.531], [-0.470, -1.365, -1.215], [-4.308, -1.982, 1.187], [-6.734, -2.338, 1.378], [-9.190, -0.823, -0.579], [-8.967, -1.681, 0.951], [-9.190, 0.072, 0.937]], "mulliken_charge": [-1.3963, 1.0236, -0.9206, -0.3018, 0.0266, -0.2495, -0.8156, 0.3715, 0.3837, 0.2172, 0.3328, -0.6352, -0.0461, 0.7990, -0.6758, 0.1719, -0.6330, 0.4277, 0.2104, -0.8420, 0.3244, -1.1963, 0.1697, -0.9341, -1.0211, 0.7432, 0.2096, 0.5156, 0.3666, -0.8430, 0.4696, -0.4734, -0.5851, -0.3928, -0.5837, -0.2240, 0.3733, 0.3866, 0.3767, 0.3742, 0.3453, 0.4172, 0.3559, 0.2875, 0.4860, 0.7123, 0.2505, 0.3722, 0.2809, 0.3192, 0.3405, 0.3278], "de_lowest_kcal_mol": 30.2, "smiles": "Cc1ccc(-n2c(=O)cc(N3CCN(Cc4ccccc4)CC3)[nH]c2=O)cc1"}



Entry 4:
{"formula": "C22H24N4O4S", "method": "the ωB97M-V functional and the def2-TZVPD basis", "elements": ["C", "C", "C", "N", "C", "O", "C", "N", "S", "O", "O", "C", "C", "C", "C", "C", "C", "H", "H", "H", "H", "H", "C", "C", "H", "C", "H", "H", "H", "H", "H", "H", "H", "C", "O", "N", "C", "C", "C", "C", "C", "C", "H", "H", "H", "H", "H", "N", "C", "H", "H", "H", "H", "H", "H"], "xyz": [[-0.602, -0.637, 2.360], [-1.388, -0.597, 1.102], [-0.961, -0.793, -0.175], [0.327, -1.098, -0.619], [1.114, -2.038, -0.053], [0.797, -2.724, 0.897], [2.498, -2.094, -0.714], [3.191, -0.847, -0.367], [3.334, 0.297, -1.577], [4.628, 0.275, -2.199], [2.173, 0.156, -2.414], [3.180, 1.787, -0.600], [1.999, 2.002, 0.084], [1.869, 3.138, 0.864], [2.918, 4.041, 0.951], [4.097, 3.815, 0.259], [4.231, 2.679, -0.523], [5.131, 2.471, -1.081], [4.910, 4.522, 0.327], [2.814, 4.927, 1.559], [0.951, 3.321, 1.402], [1.200, 1.284, -0.008], [4.413, -1.157, 0.355], [4.761, -2.586, -0.056], [5.262, -2.571, -1.025], [3.380, -3.227, -0.183], [2.999, -3.528, 0.796], [3.370, -4.090, -0.844], [5.397, -3.088, 0.669], [4.212, -1.094, 1.430], [5.180, -0.432, 0.085], [2.372, -2.141, -1.800], [0.629, -0.674, -1.494], [-2.091, -0.630, -1.076], [-2.147, -0.674, -2.288], [-3.161, -0.364, -0.227], [-4.397, 0.160, -0.624], [-4.983, 1.209, 0.081], [-6.207, 1.709, -0.324], [-6.844, 1.184, -1.436], [-6.247, 0.156, -2.148], [-5.032, -0.365, -1.745], [-4.558, -1.158, -2.298], [-6.735, -0.249, -3.022], [-7.798, 1.580, -1.750], [-6.659, 2.520, 0.227], [-4.472, 1.641, 0.928], [-2.733, -0.278, 1.100], [-3.616, -0.843, 2.102], [-4.642, -0.561, 1.871], [-3.546, -1.934, 2.132], [-3.351, -0.441, 3.077], [0.380, -0.200, 2.188], [-0.442, -1.670, 2.667], [-1.104, -0.092, 3.155]], "mulliken_charge": [-1.5382, 0.3890, -0.2445, 0.1775, 0.3842, -0.6863, -0.5362, 0.3527, 1.1529, -0.6565, -0.7757, 0.0578, -0.2610, -0.6127, -0.4343, -0.6217, -0.2744, 0.4824, 0.4043, 0.3870, 0.4315, 0.3895, -0.8019, -0.6166, 0.2847, -0.8055, 0.2991, 0.3897, 0.4155, 0.3258, 0.4875, 0.5897, 0.3687, 0.3507, -0.7387, 0.3359, 0.2528, -0.0321, -0.6746, -0.4245, -0.6976, -0.3402, 0.4203, 0.3641, 0.3852, 0.3737, 0.4736, 0.0475, -1.2372, 0.4852, 0.3140, 0.3724, 0.3261, 0.2780, 0.4616], "de_lowest_kcal_mol": 70.0, "smiles": "Cc1c(NC(=O)[C@@H]2CCCN2S(=O)(=O)c2ccccc2)c(=O)n(-c2ccccc2)n1C"}



- Which formula does entry 2 have?
  C22H24N3O2S2SeTa